DFT (wB97M-V/def2-TZVPD) results for a 15-piece molecular cluster, C45H105N15O15 overall in a non-equilibrium geometry.

For the HOMO-LUMO gap, the calculation gives 8.8 eV. The value obtained for the calculated total energy is -101438.98177 eV. The value obtained for the energy above the lowest of the compared OMol25 structures with the same formula, charge and spin is 255.2 kJ/mol. The total charge is 0.

Bonds (Å) are listed after each position.
Positions of all 180 atoms, in Å:
1 C 1.3815 -2.0360 3.6129  C2 1.523, H6 1.086, H7 1.093, H8 1.089
2 C 1.7658 -1.1886 4.8188  C1 1.523, O3 1.221, N4 1.352
3 O 2.6403 -1.5515 5.5896  C2 1.221
4 N 0.9922 -0.0966 5.0079  C2 1.352, C5 1.452, H9 1.005
5 C 1.1891 0.7687 6.1577  N4 1.452, H10 1.091, H11 1.089, H12 1.090
6 H 0.7784 -2.8739 3.9510  C1 1.086
7 H 2.2836 -2.5311 3.2439  C1 1.093
8 H 1.1113 -1.4601 2.7291  C1 1.089
9 H 0.2855 0.0773 4.3151  N4 1.005
10 H 1.5161 0.1831 7.0186  C5 1.091
11 H 0.2307 1.1614 6.4949  C5 1.089
12 H 1.9914 1.4663 5.9183  C5 1.090
13 C 2.7576 -3.8769 -0.0944  C14 1.524, H18 1.091, H19 1.093, H20 1.087
14 C 3.5038 -3.8018 1.2319  C13 1.524, O15 1.233, N16 1.345
15 O 4.4787 -3.0584 1.3600  C14 1.233
16 N 3.2121 -4.7603 2.1297  C14 1.345, C17 1.442, H21 1.007
17 C 4.0498 -5.0048 3.2771  N16 1.442, H22 1.099, H23 1.085, H24 1.090
18 H 2.1930 -2.9765 -0.3392  C13 1.091
19 H 2.0174 -4.6750 0.0095  C13 1.093
20 H 3.4331 -4.0917 -0.9181  C13 1.087
21 H 2.6633 -5.5209 1.7644  N16 1.007
22 H 5.0643 -5.2269 2.9177  C17 1.099
23 H 3.7671 -5.8317 3.9201  C17 1.085
24 H 4.2033 -4.1080 3.8774  C17 1.090
25 C -4.0609 -0.0713 2.8940  C26 1.503, H30 1.092, H31 1.089, H32 1.097
26 C -3.2141 -0.5335 4.0468  C25 1.503, O27 1.220, N28 1.355
27 O -1.9991 -0.4513 3.9764  C26 1.220
28 N -3.9510 -1.0710 5.0486  C26 1.355, C29 1.458, H33 1.003
29 C -3.3591 -1.6928 6.2270  N28 1.458, H34 1.088, H35 1.088, H36 1.089
30 H -5.1326 0.0312 3.0792  C25 1.092
31 H -3.9046 -0.6162 1.9644  C25 1.089
32 H -3.7604 0.9556 2.6518  C25 1.097
33 H -4.9041 -1.2274 4.7776  N28 1.003
34 H -2.8625 -2.6480 6.0678  C29 1.088
35 H -4.1117 -1.8168 7.0023  C29 1.088
36 H -2.6300 -0.9729 6.5969  C29 1.089
37 C -1.5158 -5.9916 0.5186  C38 1.514, H42 1.090, H43 1.092, H44 1.088
38 C -1.1386 -5.0941 1.6781  C37 1.514, O39 1.223, N40 1.352
39 O 0.0229 -4.7649 1.8713  C38 1.223
40 N -2.1901 -4.6254 2.3866  C38 1.352, C41 1.448, H45 1.019
41 C -2.0588 -3.7160 3.5052  N40 1.448, H46 1.091, H47 1.089, H48 1.096
42 H -2.4030 -5.7001 -0.0428  C37 1.090
43 H -1.7049 -7.0208 0.8300  C37 1.092
44 H -0.6684 -5.9780 -0.1641  C37 1.088
45 H -3.1351 -4.9050 2.1257  N40 1.019
46 H -3.0673 -3.3296 3.6592  C41 1.091
47 H -1.3512 -2.9074 3.3263  C41 1.089
48 H -1.6960 -4.1459 4.4457  C41 1.096
49 C 1.4936 4.6161 0.8216  C50 1.503, H54 1.087, H55 1.097, H56 1.092
50 C 1.9371 5.1245 -0.5214  C49 1.503, O51 1.221, N52 1.348
51 O 1.3403 4.8976 -1.5622  C50 1.221
52 N 3.0583 5.8708 -0.4724  C50 1.348, C53 1.462, H57 1.005
53 C 3.6966 6.3729 -1.6885  N52 1.462, H58 1.087, H59 1.087, H60 1.092
54 H 0.8175 3.7655 0.7872  C49 1.087
55 H 0.8910 5.4020 1.2929  C49 1.097
56 H 2.3148 4.4489 1.5211  C49 1.092
57 H 3.6771 5.8127 0.3178  N52 1.005
58 H 3.5716 5.6631 -2.5022  C53 1.087
59 H 4.7468 6.5929 -1.5143  C53 1.087
60 H 3.2627 7.3339 -1.9710  C53 1.092
61 C -3.1159 -5.2858 -4.5872  C62 1.542, H66 1.094, H67 1.088, H68 1.089
62 C -2.4185 -4.8695 -3.2770  C61 1.542, O63 1.211, N64 1.359
63 O -1.6418 -5.6036 -2.7064  C62 1.211
64 N -2.6474 -3.5713 -2.9448  C62 1.359, C65 1.438, H69 1.005
65 C -2.0382 -2.9121 -1.8208  N64 1.438, H70 1.085, H71 1.092, H72 1.092
66 H -3.1928 -6.3759 -4.5262  C61 1.094
67 H -2.5296 -5.1611 -5.4954  C61 1.088
68 H -4.1287 -4.8894 -4.6412  C61 1.089
69 H -3.2803 -3.0584 -3.5329  N64 1.005
70 H -2.3249 -1.8655 -1.7945  C65 1.085
71 H -0.9468 -2.9129 -1.8383  C65 1.092
72 H -2.3409 -3.3812 -0.8817  C65 1.092
73 C -1.0509 -1.1618 0.9500  C74 1.543, H78 1.086, H79 1.090, H80 1.090
74 C -0.1049 -0.5608 -0.1112  C73 1.543, O75 1.218, N76 1.352
75 O 0.5694 -1.2864 -0.8207  C74 1.218
76 N -0.0916 0.7889 -0.1856  C74 1.352, C77 1.475, H81 1.006
77 C 0.8257 1.4909 -1.1030  N76 1.475, H82 1.090, H83 1.083, H84 1.096
78 H -1.0306 -0.5359 1.8371  C73 1.086
79 H -0.6527 -2.1691 1.0731  C73 1.090
80 H -2.0382 -1.2643 0.4992  C73 1.090
81 H -0.7313 1.3618 0.3392  N76 1.006
82 H 0.3574 2.3804 -1.5243  C77 1.090
83 H 1.3181 0.8821 -1.8515  C77 1.083
84 H 1.5819 1.8970 -0.4222  C77 1.096
85 C -6.8213 -4.9167 2.9107  C86 1.522, H90 1.090, H91 1.084, H92 1.093
86 C -5.7257 -4.6196 1.8966  C85 1.522, O87 1.227, N88 1.340
87 O -4.8052 -5.4042 1.6893  C86 1.227
88 N -5.7080 -3.3810 1.3867  C86 1.340, C89 1.446, H93 1.004
89 C -4.6913 -2.9808 0.4397  N88 1.446, H94 1.094, H95 1.090, H96 1.091
90 H -7.5312 -4.0970 3.0165  C85 1.090
91 H -6.3630 -5.2352 3.8399  C85 1.084
92 H -7.4150 -5.7188 2.4644  C85 1.093
93 H -6.4415 -2.7265 1.5888  N88 1.004
94 H -3.6961 -2.7836 0.8493  C89 1.094
95 H -4.9229 -2.0803 -0.1291  C89 1.090
96 H -4.5167 -3.7920 -0.2689  C89 1.091
97 C -4.8894 1.6862 -2.7993  C98 1.522, H102 1.089, H103 1.088, H104 1.087
98 C -3.8291 0.5999 -2.9040  C97 1.522, O99 1.225, N100 1.353
99 O -4.0033 -0.5109 -2.4181  C98 1.225
100 N -2.6621 1.0076 -3.4529  C98 1.353, C101 1.463, H105 1.008
101 C -1.4847 0.1679 -3.6721  N100 1.463, H106 1.087, H107 1.087, H108 1.091
102 H -4.5964 2.4949 -3.4675  C97 1.089
103 H -4.9552 2.0854 -1.7893  C97 1.088
104 H -5.8566 1.2940 -3.1030  C97 1.087
105 H -2.4956 2.0005 -3.4926  N100 1.008
106 H -1.7450 -0.8860 -3.6133  C101 1.087
107 H -0.6790 0.3544 -2.9659  C101 1.087
108 H -1.2053 0.3503 -4.7105  C101 1.091
109 C 5.3041 1.2052 3.5661  C110 1.499, H114 1.093, H115 1.092, H116 1.088
110 C 4.3256 1.8875 2.6591  C109 1.499, O111 1.228, N112 1.361
111 O 4.2138 3.1050 2.5459  C110 1.228
112 N 3.4936 1.0700 1.9574  C110 1.361, C113 1.462, H117 1.008
113 C 3.5948 -0.3790 1.7881  N112 1.462, H118 1.092, H119 1.083, H120 1.087
114 H 4.8030 0.5294 4.2641  C109 1.093
115 H 5.7514 1.9449 4.2328  C109 1.092
116 H 6.1208 0.6916 3.0625  C109 1.088
117 H 2.8287 1.6018 1.4171  N112 1.008
118 H 4.4553 -0.4992 1.1261  C113 1.092
119 H 2.7577 -0.9020 1.3418  C113 1.083
120 H 3.8553 -0.8583 2.7287  C113 1.087
121 C 4.5442 1.7803 -1.2777  C122 1.525, H126 1.091, H127 1.090, H128 1.089
122 C 5.8456 2.5730 -1.3432  C121 1.525, O123 1.218, N124 1.349
123 O 6.8093 2.1252 -1.9385  C122 1.218
124 N 5.9155 3.6353 -0.5139  C122 1.349, C125 1.458, H129 1.007
125 C 6.8922 4.7096 -0.6525  N124 1.458, H130 1.094, H131 1.084, H132 1.092
126 H 4.3703 1.4104 -2.2892  C121 1.091
127 H 3.6720 2.3343 -0.9300  C121 1.090
128 H 4.6637 0.9057 -0.6395  C121 1.089
129 H 5.0876 3.9995 -0.0714  N124 1.007
130 H 6.5039 5.4866 -1.3180  C125 1.094
131 H 7.8671 4.4113 -1.0218  C125 1.084
132 H 7.0061 5.1691 0.3312  C125 1.092
133 C -3.6609 5.2787 -4.7728  C134 1.525, H138 1.090, H139 1.090, H140 1.092
134 C -3.6354 5.0602 -3.2641  C133 1.525, O135 1.218, N136 1.349
135 O -4.6795 5.0218 -2.6370  C134 1.218
136 N -2.4014 4.8965 -2.7445  C134 1.349, C137 1.449, H141 1.004
137 C -2.1819 4.5639 -1.3514  N136 1.449, H142 1.090, H143 1.089, H144 1.091
138 H -2.8933 5.9844 -5.0897  C133 1.090
139 H -4.6431 5.6757 -5.0300  C133 1.090
140 H -3.6464 4.3508 -5.3491  C133 1.092
141 H -1.6114 5.0689 -3.3392  N136 1.004
142 H -3.0286 4.0663 -0.8777  C137 1.090
143 H -1.9895 5.4186 -0.7042  C137 1.089
144 H -1.3941 3.8121 -1.2891  C137 1.091
145 C 3.9113 -4.4441 -5.2535  C146 1.510, H150 1.096, H151 1.087, H152 1.090
146 C 3.2373 -3.1200 -4.9815  C145 1.510, O147 1.219, N148 1.358
147 O 2.5340 -2.5981 -5.8288  C146 1.219
148 N 3.3518 -2.6461 -3.7145  C146 1.358, C149 1.450, H153 1.003
149 C 2.7878 -1.3471 -3.4028  N148 1.450, H154 1.091, H155 1.091, H156 1.089
150 H 4.4619 -4.8007 -4.3751  C145 1.096
151 H 4.5979 -4.4020 -6.0956  C145 1.087
152 H 3.2098 -5.2627 -5.4162  C145 1.090
153 H 4.0537 -3.0054 -3.0953  N148 1.003
154 H 3.2954 -0.9661 -2.5157  C149 1.091
155 H 1.7162 -1.4062 -3.2076  C149 1.091
156 H 2.9515 -0.5989 -4.1776  C149 1.089
157 C 1.2771 0.7919 -6.5065  C158 1.527, H162 1.091, H163 1.091, H164 1.081
158 C 1.5251 1.8021 -5.3885  C157 1.527, O159 1.232, N160 1.336
159 O 2.5166 1.6769 -4.6683  C158 1.232
160 N 0.7022 2.8500 -5.2899  C158 1.336, C161 1.442, H165 1.007
161 C 0.8408 3.9632 -4.3843  N160 1.442, H166 1.098, H167 1.098, H168 1.079
162 H 0.6610 1.2378 -7.2890  C157 1.091
163 H 0.6639 0.0146 -6.0470  C157 1.091
164 H 2.2533 0.4733 -6.8451  C157 1.081
165 H -0.1485 2.8276 -5.8281  N160 1.007
166 H 0.0512 3.9559 -3.6216  C161 1.098
167 H 0.5192 4.8868 -4.8840  C161 1.098
168 H 1.7913 4.1212 -3.8984  C161 1.079
169 C -3.4100 5.0167 3.4595  C170 1.508, H174 1.091, H175 1.093, H176 1.088
170 C -2.3687 4.0476 2.9601  C169 1.508, O171 1.227, N172 1.343
171 O -2.4781 3.4670 1.8847  C170 1.227
172 N -1.3538 3.8423 3.8162  C170 1.343, C173 1.452, H177 1.004
173 C -0.3140 2.8714 3.5264  N172 1.452, H178 1.091, H179 1.087, H180 1.086
174 H -4.0199 5.3651 2.6246  C169 1.091
175 H -2.9210 5.9252 3.8205  C169 1.093
176 H -4.1101 4.6229 4.1933  C169 1.088
177 H -1.4070 4.3056 4.7053  N172 1.004
178 H 0.6303 3.3760 3.7344  C173 1.091
179 H -0.3102 2.6539 2.4617  C173 1.087
180 H -0.4419 1.9281 4.0484  C173 1.086